8
Properties=species:S:1:pos:R:3:forces:R:3 method="wB97M-V/def2-TZVPD" gap_ev="7.55 / 9.26" de_lowest_kcal_mol=9.7 s2=2.007 e_tot_ev=-17501.96373 e_homo_ev="-7.6 / -10.4" total_charge=0 spin_multiplicity=3
S -0.97757 -0.71883 -1.21357 -0.5 -0.2 -1.7
O 0.81113 1.13497 1.31372 -0.3 1.3 -1.6
H 0.99189 2.64444 0.04463 1.1 2.4 -0.8
H -0.04854 -1.92668 0.71980 -0.7 0.7 -1.0
H -0.35304 -0.25365 0.85761 -0.2 -1.3 -0.5
N -0.60004 -1.12773 0.34412 1.1 -0.1 1.4
C 0.56924 1.73352 0.30229 -0.5 -2.9 2.6
O -0.39307 -1.48604 -2.36860 0.0 0.3 1.6